(1)
4 unconnected molecules or ions with the total composition C32H63BrN2O3S in a non-equilibrium geometry, computed with ωB97M-V with the def2-TZVPD basis set.

## Properties
* lowest unoccupied orbital energy: 0.36 eV
* largest force on an atom: 2.1 eV/Å
* E: -124205.3260 eV
* gap between HOMO and LUMO: 0.35232 Ha
* HOMO: -9.23 eV
* structure (SMILES): C=CC[C@]1(Br)NC(=O)[C@](C)(OCC)[C@]1(N=C=S)OCCC.CCCCCC.CCCCCC.CCCCCC

The geometry in ORCA input format:
```
! wB97M-V def2-TZVPD RIJCOSX def2/J DEFGRID3
* xyz 0 1
C 9.028 -0.016 -4.192
C 8.519 1.040 -4.822
C 7.040 1.298 -4.931
C 6.477 1.954 -3.671
Br 7.599 3.563 -3.351
N 6.679 1.076 -2.492
C 5.448 1.056 -1.828
O 5.265 1.089 -0.644
C 4.360 1.021 -2.944
C 3.014 1.199 -2.264
O 4.501 -0.049 -3.833
C 3.785 -1.239 -3.533
C 4.248 -1.922 -2.250
C 4.896 2.264 -3.731
N 4.705 3.451 -2.895
C 4.403 4.545 -3.309
S 4.181 6.008 -3.804
O 4.626 2.356 -5.076
C 3.277 2.173 -5.525
C 2.605 3.458 -6.023
C 1.491 3.927 -5.081
H 10.023 -0.035 -3.770
H 8.411 -0.895 -4.041
H 9.188 1.734 -5.317
H 6.549 0.334 -5.057
H 6.862 1.931 -5.795
H 7.333 1.542 -1.869
H 2.849 2.214 -1.916
H 2.879 0.537 -1.413
H 2.208 0.972 -2.963
H 2.704 -1.088 -3.561
H 4.014 -1.914 -4.355
H 4.101 -2.996 -2.323
H 5.326 -1.761 -2.179
H 3.800 -1.507 -1.351
H 3.337 1.465 -6.351
H 2.648 1.711 -4.772
H 3.369 4.224 -6.140
H 2.188 3.274 -7.013
H 0.576 3.365 -5.268
H 1.768 3.696 -4.050
H 1.311 4.997 -5.132
C -1.905 -1.732 2.227
C -1.827 -2.305 0.815
C -0.452 -2.136 0.171
C -0.007 -0.686 -0.024
C -0.950 0.170 -0.869
C -1.102 -0.338 -2.300
H -1.721 -0.656 2.235
H -2.897 -1.899 2.649
H -1.172 -2.209 2.880
H -2.599 -1.849 0.188
H -2.060 -3.373 0.855
H -0.444 -2.654 -0.792
H 0.293 -2.646 0.791
H 0.981 -0.689 -0.496
H 0.127 -0.208 0.950
H -0.560 1.192 -0.898
H -1.935 0.235 -0.397
H -0.133 -0.364 -2.806
H -1.761 0.313 -2.876
H -1.528 -1.342 -2.331
C -6.351 -5.603 6.678
C -6.259 -6.184 5.270
C -4.880 -6.017 4.634
C -4.434 -4.568 4.434
C -5.377 -3.716 3.586
C -5.528 -4.225 2.156
H -6.168 -4.527 6.684
H -7.343 -5.767 7.101
H -5.623 -6.074 7.341
H -7.025 -5.730 4.635
H -6.491 -7.251 5.314
H -4.868 -6.540 3.673
H -4.138 -6.525 5.258
H -3.444 -4.570 3.965
H -4.303 -4.088 5.408
H -4.988 -2.695 3.557
H -6.361 -3.652 4.058
H -4.560 -4.251 1.650
H -6.187 -3.574 1.579
H -5.954 -5.229 2.126
C -3.033 4.966 5.250
C -3.935 3.782 4.916
C -3.163 2.516 4.544
C -2.286 2.640 3.297
C -3.029 3.047 2.025
C -4.089 2.037 1.597
H -2.413 5.255 4.400
H -3.625 5.837 5.533
H -2.371 4.726 6.085
H -4.618 4.058 4.108
H -4.561 3.560 5.783
H -3.872 1.694 4.413
H -2.526 2.229 5.387
H -1.793 1.677 3.125
H -1.483 3.359 3.483
H -2.298 3.154 1.219
H -3.487 4.031 2.153
H -3.637 1.059 1.417
H -4.571 2.359 0.672
H -4.868 1.921 2.351
*
```

These are the Mulliken partial charges, in e, on atoms 1 to 8: -0.80 -0.31 -0.58 -0.33 -0.07 -0.05 -0.27 -0.62

(2)
A molecular structure, C33H42AlAs2Cl2N5O8 in a non-equilibrium geometry, computed with ωB97M-V with the def2-TZVPD basis set.

## Properties
* lowest unoccupied orbital energy (spin up / spin down): -8.01 / -8.01 eV
* largest force on an atom: 3.0 eV/Å
* E: -212035.8672 eV
* gap between HOMO and LUMO (spin up / spin down): 0.19498 / 0.19492 Ha
* HOMO (spin up / spin down): -13.32 / -13.32 eV

The geometry in ORCA input format:
```
! wB97M-V def2-TZVPD RIJCOSX def2/J DEFGRID3
* xyz 2 1
Al 4.793 -7.359 16.335
N 5.746 -6.418 17.680
C 7.101 -6.038 17.227
C 8.207 -6.435 18.005
C 9.492 -6.118 17.631
C 9.671 -5.329 16.514
C 8.586 -4.978 15.677
C 7.255 -5.391 15.986
C 6.135 -5.246 15.037
C 6.193 -4.099 14.185
C 5.230 -3.959 13.181
C 4.394 -5.043 12.884
C 4.204 -6.070 13.804
C 5.070 -6.173 14.881
H 5.292 -5.550 18.066
H 5.874 -7.009 18.499
H 8.029 -7.011 18.872
H 10.366 -6.496 18.153
H 10.678 -4.955 16.219
H 8.786 -4.512 14.697
H 6.935 -3.345 14.411
H 5.162 -3.020 12.577
H 3.851 -5.050 11.952
H 3.363 -6.733 13.647
C 1.171 -5.524 16.280
O 1.010 -6.971 16.614
C 1.948 -7.554 17.345
O 3.224 -7.418 17.011
C 1.686 -8.273 18.478
C 0.428 -9.007 18.838
As -0.762 -7.564 19.633
C -2.672 -7.862 18.976
C 0.682 -9.901 20.053
C 1.908 -10.207 20.471
As 3.188 -9.294 19.272
C 3.753 -7.984 20.681
C 2.327 -11.189 21.496
O 1.559 -11.912 22.145
O 3.682 -11.210 21.649
C 4.259 -12.539 21.865
C -0.583 -10.314 20.789
O -1.392 -11.137 20.388
O -0.907 -9.467 21.836
C 0.008 -9.115 22.828
C -0.147 -9.814 17.626
O -1.227 -9.554 17.169
O 0.665 -10.787 17.180
C -0.117 -11.731 16.424
H 0.159 -5.055 16.373
H 1.476 -5.460 15.242
H 1.996 -5.084 16.900
H -3.257 -7.225 19.652
H -2.939 -8.942 19.038
H -2.678 -7.459 17.944
H 4.664 -8.318 21.220
H 2.973 -7.860 21.497
H 3.893 -6.979 20.271
H 3.565 -13.332 21.585
H 4.473 -12.631 22.949
H 5.166 -12.672 21.254
H -0.549 -8.933 23.771
H 0.528 -8.204 22.518
H 0.726 -9.910 23.033
H 0.422 -12.694 16.336
H -0.392 -11.343 15.402
H -1.039 -11.948 16.976
C 6.778 -8.965 14.980
N 5.455 -9.146 15.694
C 4.535 -9.787 14.737
N 5.053 -10.978 14.119
C 6.301 -10.708 13.438
N 7.330 -10.173 14.374
C 7.531 -11.136 15.455
N 6.260 -11.460 16.195
C 5.731 -10.203 16.749
C 5.307 -11.976 15.167
H 7.524 -8.599 15.706
H 6.619 -8.170 14.240
H 4.327 -9.112 13.886
H 3.579 -10.071 15.211
H 6.123 -10.002 12.615
H 6.673 -11.625 12.990
H 8.243 -10.675 16.152
H 7.992 -12.037 15.115
H 6.465 -9.806 17.464
H 4.823 -10.403 17.332
H 4.403 -12.272 15.664
H 5.748 -12.851 14.743
Cl 0.367 -9.204 13.089
C 1.345 -9.344 11.501
Cl 1.619 -7.875 10.535
H 0.840 -10.077 10.897
H 2.354 -9.686 11.870
*
```

These are the Mulliken partial charges, in e, on atoms 1 to 8: -2.36 0.59 0.32 -0.58 -0.86 -0.62 -1.11 1.03

(3)
A molecular structure, C17H41N5OPtSb in a non-equilibrium geometry, computed with ωB97M-V with the def2-TZVPD basis set.

## Properties
* lowest unoccupied orbital energy: -9.80 eV
* largest force on an atom: 1.1 eV/Å
* E: -37550.0102 eV
* gap between HOMO and LUMO: 0.20000 Ha
* HOMO: -15.24 eV
* ΔE to the lowest compared entry with this formula, charge and spin: 0.0 kcal/mol

The geometry in ORCA input format:
```
! wB97M-V def2-TZVPD RIJCOSX def2/J DEFGRID3
* xyz 3 1
Pt 1.465 0.548 -0.216
C 6.050 -0.658 0.486
N 5.729 0.749 0.245
C 6.814 1.729 0.151
C 4.440 1.090 0.106
N 3.453 0.251 0.222
N 4.207 2.429 -0.177
C 3.023 3.098 -0.384
N 3.162 4.431 -0.512
N 1.874 2.501 -0.465
H 7.127 -0.762 0.555
H 5.701 -1.284 -0.337
H 5.620 -1.006 1.428
H 7.754 1.217 0.321
H 6.727 2.500 0.920
H 6.867 2.180 -0.842
H 3.744 -0.685 0.452
H 5.031 3.003 -0.203
H 4.052 4.892 -0.443
H 2.366 5.015 -0.697
H 1.111 3.138 -0.629
C -4.897 1.717 -1.525
C -5.275 1.137 -0.240
C -6.121 -0.042 -0.198
C -4.931 1.844 0.991
Sb -0.958 -0.160 -0.596
C -1.340 -1.119 -2.556
C -1.175 -0.015 -3.596
C -0.323 -2.228 -2.745
C -2.766 -1.636 -2.461
C -1.110 -1.535 3.209
C -0.806 -0.162 3.587
C -2.483 -2.031 3.208
C -0.016 -2.467 2.976
H -5.611 2.537 -1.716
H -4.989 1.018 -2.353
H -3.912 2.185 -1.509
H -7.152 0.349 -0.312
H -6.090 -0.569 0.752
H -5.963 -0.709 -1.046
H -5.600 2.721 1.029
H -3.918 2.247 0.955
H -5.100 1.258 1.891
H -0.163 0.388 -3.599
H -1.886 0.805 -3.450
H -1.368 -0.418 -4.598
H 0.699 -1.858 -2.665
H -0.436 -2.645 -3.753
H -0.472 -3.048 -2.042
H -3.476 -0.833 -2.243
H -2.869 -2.416 -1.705
H -3.062 -2.073 -3.422
H -1.658 0.508 3.511
H 0.063 0.219 3.048
H -0.510 -0.210 4.651
H -3.228 -1.243 3.259
H -2.581 -2.660 4.109
H -2.662 -2.703 2.367
H 0.902 -1.971 2.679
H -0.284 -3.263 2.282
H 0.162 -2.958 3.950
C 1.439 -2.513 -0.032
O 0.699 -1.305 0.114
H 0.768 -3.370 -0.056
H 2.114 -2.632 0.821
H 2.028 -2.514 -0.951
*
```

These are the natural (NBO) partial charges, in e, on atoms 1 to 8: 0.58 -0.42 -0.38 -0.44 0.65 -0.85 -0.60 0.65

(4)
A molecular structure, C30H48P2RuSe in a non-equilibrium geometry, computed with ωB97M-V with the def2-TZVPD basis set.

## Properties
* lowest unoccupied orbital energy (spin up / spin down): -7.53 / -8.20 eV
* largest force on an atom: 3.6 eV/Å
* E: -118371.6304 eV
* gap between HOMO and LUMO (spin up / spin down): 0.18796 / 0.20529 Ha
* HOMO (spin up / spin down): -12.65 / -13.78 eV
* ΔE to the lowest compared entry with this formula, charge and spin: 118.7 kcal/mol

The geometry in ORCA input format:
```
! wB97M-V def2-TZVPD RIJCOSX def2/J DEFGRID3
* xyz 2 5
Ru -0.203 -0.251 -2.477
C -0.687 -1.356 -0.328
C 0.803 -1.458 -0.698
C 0.593 -0.362 1.398
C -0.719 -0.695 0.972
C 1.503 -0.857 0.443
C -1.596 -2.531 -0.461
H -1.294 -3.245 -1.225
H -2.605 -2.182 -0.722
H -1.656 -3.120 0.468
C -1.864 -0.750 1.924
H -2.161 -1.785 2.154
H -2.758 -0.244 1.530
H -1.609 -0.284 2.879
C 0.917 0.379 2.663
H 0.563 -0.182 3.547
H 0.420 1.369 2.676
H 2.004 0.508 2.770
C 2.942 -1.036 0.768
H 3.086 -1.574 1.723
H 3.469 -0.080 0.888
H 3.467 -1.613 0.003
C 1.397 -2.715 -1.271
H 1.724 -3.414 -0.483
H 2.252 -2.476 -1.907
H 0.723 -3.281 -1.909
C -1.986 0.950 -5.156
C -1.952 -0.503 -5.165
C -1.147 -1.232 -6.165
C 0.341 -0.872 -6.074
C 0.775 -0.240 -4.722
C 0.817 1.137 -4.637
C 0.334 2.036 -5.745
C -1.078 1.690 -6.169
H -1.518 -1.034 -7.184
H 0.605 -0.261 -6.948
H -1.281 -2.305 -5.970
H -1.056 1.047 -7.048
H -3.010 1.326 -5.356
H -2.904 -0.954 -4.879
H -1.596 2.613 -6.437
H 0.450 3.082 -5.440
H 1.550 1.617 -3.996
H 0.978 1.902 -6.628
H 0.913 -1.793 -6.207
H 1.456 -0.912 -4.145
P -1.658 1.212 -3.408
P 1.035 1.775 -1.584
C -1.131 2.993 -3.236
C 0.258 3.220 -2.542
H -1.933 3.356 -2.569
H -1.167 3.561 -4.189
H 1.063 3.571 -3.230
H 0.134 4.020 -1.786
C 1.720 2.499 -0.019
H 2.231 1.730 0.576
H 0.910 2.909 0.594
H 2.444 3.314 -0.212
C 2.643 1.014 -2.150
H 3.254 1.644 -2.803
H 2.380 0.114 -2.717
H 3.284 0.669 -1.336
C -3.386 0.850 -3.012
H -3.433 -0.213 -2.750
H -4.089 1.032 -3.845
H -3.590 1.506 -2.155
C -1.061 -1.897 -3.248
H -0.626 -2.626 -2.618
H -0.742 -2.277 -4.226
H -2.161 -1.848 -3.087
Se -1.623 1.605 -0.235
C -1.531 2.981 1.153
C -1.051 4.268 0.861
C -0.590 5.087 1.893
C -0.701 4.668 3.232
C -1.365 3.470 3.519
C -1.818 2.653 2.487
H -1.003 4.582 -0.176
H -0.132 6.048 1.657
H -0.260 5.284 4.037
H -1.538 3.188 4.558
H -2.366 1.748 2.717
*
```

These are the Mulliken partial charges, in e, on atoms 1 to 8: -0.37 3.20 1.81 0.01 -0.50 0.44 -2.41 0.71

(5)
A single C3H6NP molecule in a non-equilibrium geometry, computed with ωB97M-V with the def2-TZVPD basis set.

## Properties
* lowest unoccupied orbital energy: -0.34 eV
* largest force on an atom: 5.6 eV/Å
* E: -13983.9567 eV
* gap between HOMO and LUMO: 0.31461 Ha
* HOMO: -8.91 eV
* structure (SMILES): [H]/P=N/CC=C
* ΔE to the lowest compared entry with this formula, charge and spin: 43.2 kcal/mol

The geometry in ORCA input format:
```
! wB97M-V def2-TZVPD RIJCOSX def2/J DEFGRID3
* xyz 0 1
H 2.250 2.928 0.668
P 1.796 1.518 0.569
N 0.529 1.892 -0.360
C -0.356 0.840 -0.869
C -0.191 -0.711 -0.315
C 0.294 -1.162 0.780
H -0.143 0.579 -1.877
H -1.355 1.078 -0.847
H -0.477 -1.383 -1.001
H 0.302 -2.170 0.938
H 0.742 -0.546 1.636
*
```

These are the natural (NBO) partial charges, in e, on atoms 1 to 8: -0.08 0.73 -0.78 -0.27 -0.19 -0.40 0.21 0.21

(6)
A single C5H6O2 molecule in a non-equilibrium geometry, computed with ωB97M-V with the def2-TZVPD basis set.

## Properties
* lowest unoccupied orbital energy: -0.10 eV
* largest force on an atom: 1.7 eV/Å
* E: -9372.1747 eV
* gap between HOMO and LUMO: 0.37251 Ha
* HOMO: -10.24 eV
* ΔE to the lowest compared entry with this formula, charge and spin: 113.5 kcal/mol

The geometry in ORCA input format:
```
! wB97M-V def2-TZVPD RIJCOSX def2/J DEFGRID3
* xyz 0 1
C 1.354 -0.962 -0.610
C 0.440 -0.350 0.439
O 1.217 0.461 1.275
C -0.601 0.298 -0.417
O -1.645 1.491 1.108
C -1.161 0.417 -1.550
C -1.924 1.014 0.025
H 2.119 -1.549 -0.112
H 1.824 -0.157 -1.186
H 0.776 -1.591 -1.294
H -0.090 -1.130 1.010
H 0.623 1.045 1.763
H -2.932 1.013 -0.451
*
```

These are the natural (NBO) partial charges, in e, on atoms 1 to 8: -0.60 0.08 -0.70 -0.27 -0.53 0.10 0.38 0.22

Question: Which of these has the highest E?
Answer: C5H6O2